# 1
C6H4O | ωB97M-V/def2-TZVPD

Summary:
- Energy relative to the best compared isomer or geometry (same formula, charge and spin): 4.579 eV
- Frontier orbital gap: 0.3477 hartree

```
11
C6H4O ωB97M-V/def2-TZVPD
O -2.03210 -1.56397 0.63277
C -0.13321 -0.34783 -0.01505
C -1.54084 -0.55119 0.20765
C 2.47333 0.19884 0.09533
C -2.16980 1.16671 0.33808
C 1.05472 -0.13162 0.00984
C -2.73359 0.43604 -0.52325
H 3.09545 -0.53773 -0.42121
H 2.66479 1.18714 -0.33268
H -3.45182 -0.07421 -1.14010
H 2.77308 0.21783 1.14861
```

---

# 2
C38H92F6N6O17 | ωB97M-V/def2-TZVPD

Summary:
- Energy relative to the best compared isomer or geometry (same formula, charge and spin): 2.092 eV
- Frontier orbital gap: 0.0827 hartree
- Charge: +2

```
159
C38H92F6N6O17 ωB97M-V/def2-TZVPD
F 2.21591 4.47003 7.20767
F 1.94652 4.67736 5.02464
F 3.86774 4.26571 5.93049
F 3.31581 4.86520 -2.66918
F 3.45872 3.65801 -4.41772
F 4.53189 5.56092 -4.35025
O -3.07877 -1.82781 -4.25614
O 2.92237 1.79902 4.62802
O 1.77995 4.81837 1.57961
O 2.51939 -6.57995 1.43162
O 6.72464 3.76195 -3.73376
O -1.14819 -0.89924 3.87280
O -5.23354 1.97739 -2.16774
O 5.16100 2.43253 -2.80508
O 0.89733 -0.43855 0.33273
O -4.82626 3.65401 -5.73075
O -1.08596 0.15534 -0.20896
O 2.78670 1.54257 6.82534
O -4.11672 -2.93555 0.40917
O 3.18553 -3.38663 -4.07472
O -3.17939 2.66766 1.60436
O 3.94595 -2.69428 4.70109
O -0.80733 -1.78960 0.46951
N 0.55450 -2.38395 -3.75400
N -3.21631 2.62020 -3.80059
N -2.15444 -3.15753 2.56856
N 1.93262 -3.75557 2.81799
N -0.56580 3.40219 0.62741
N -0.32559 -0.68505 0.23610
C 2.25762 -7.98256 1.34717
C -2.99688 1.46154 2.31312
C 3.62314 1.57468 2.37319
C -0.83016 -1.76012 -3.40993
C -2.81200 2.44683 -5.27809
C 4.04323 0.51794 -1.75905
C -4.02446 1.34500 -1.81369
C -4.13917 2.41917 -6.07461
C -3.16944 1.25453 -3.06007
C -2.56292 3.77396 2.20438
C 2.59112 5.94063 1.57974
C -4.03362 -2.20019 -5.25289
C 2.41786 2.41025 5.79905
C 2.80882 -2.94605 -2.78416
C -6.19531 3.68895 -5.81451
C 1.75424 -4.20333 1.32543
C -4.45183 -2.54807 -0.94011
C 1.64823 -1.95062 -2.79066
C -6.26853 1.69803 -1.19505
C 4.75231 -2.36077 5.86189
C -3.31815 -4.07166 0.47938
C 5.48126 3.72908 -3.02758
C 4.15107 4.49082 -3.63864
C -0.25317 -0.19266 4.65385
C -3.00363 -2.25253 3.43323
C 3.31790 2.58071 3.51817
C -1.04267 3.83963 2.04772
C 0.88500 2.93259 0.45302
C -2.88425 -4.35754 1.85253
C 2.71759 -1.98746 4.41682
C 1.40182 -5.73577 1.22674
C 4.12870 -2.57167 -4.80562
C -2.24728 -1.55486 4.50624
C 2.26648 -2.25328 2.98974
C 2.56932 3.99611 6.02584
C 4.35179 2.03686 -1.69252
C 1.95325 4.02373 0.40386
C -1.80407 -2.29354 -4.55048
H 3.14802 0.28876 -1.18097
H 1.03032 -3.51290 0.89260
H 4.25863 0.75743 2.71430
H -1.13755 2.59158 0.43735
H 2.95993 -0.92776 4.49685
H -6.07011 1.95384 -0.15424
H 2.74387 -4.11058 0.87806
H -0.62102 -0.69070 -3.43630
H -4.11230 3.06950 -3.67631
H 2.68525 -4.32523 3.17733
H 3.65981 5.72622 1.57524
H 5.63429 4.18482 -2.04933
H 1.80792 4.65324 -0.47403
H 1.36394 2.21699 5.59903
H -2.52278 -4.04946 -0.26560
H 1.14325 -1.82739 -1.83258
H -4.60002 1.45713 -5.85056
H -7.21657 2.15504 -1.47869
H -2.08874 -5.10090 1.90441
H 0.78491 2.26945 -0.40624
H 1.07824 -3.99226 3.30184
H -0.72564 4.86674 2.22839
H -2.31697 3.38085 -5.54389
H 1.94002 -1.02966 -3.29543
H 3.41791 2.59651 -1.74497
H -3.57613 0.55912 -3.79432
H 2.94675 3.57544 0.41437
H -3.49033 -1.57132 2.73524
H -1.32598 -1.94386 -5.46549
H -6.42303 3.58395 -6.87527
H -4.17057 0.30766 -1.51259
H -3.26775 1.57890 3.36238
H 4.93495 2.30357 -0.81110
H -4.07450 -3.27033 -5.45596
H 1.83654 -2.22650 5.01241
H 4.82884 -0.07013 -1.28462
H 0.46088 -3.38723 -3.68510
H -2.90430 -0.81704 4.96671
H -6.61758 2.87076 -5.23112
H 3.78645 -1.56098 -5.02804
H -1.83805 -3.38268 -4.57732
H -1.01558 -2.01853 -2.36737
H 1.36258 -1.72128 2.69301
H -3.40411 1.91465 -1.12176
H -3.90147 -4.95995 0.23694
H 4.22743 3.15883 3.68135
H 4.67969 -1.30832 6.13610
H -2.02817 1.69011 -5.31095
H -3.91817 -1.61467 -6.16499
H -5.03814 -3.20311 -1.58452
H 3.08211 -8.61594 1.67452
H 4.53809 -3.05348 -5.69352
H -0.57837 0.73061 5.13333
H 2.03772 -8.29435 0.32613
H -1.98668 1.08642 2.14918
H -6.45402 0.62393 -1.19404
H 1.16434 -5.84012 0.16806
H 1.40206 -8.27951 1.95375
H 4.34383 -2.99134 6.65159
H 0.50243 -6.10800 1.71730
H -2.14200 0.99246 -2.80753
H 2.43172 -3.83764 -2.28320
H -3.56553 -2.20163 -1.47166
H 0.12322 -0.83997 5.44595
H -2.91171 4.72700 1.80667
H -0.86252 3.91536 -0.19034
H -4.99366 -1.60880 -0.82930
H -1.87912 -2.24040 5.26952
H -3.76648 -4.67110 2.41061
H 3.11631 -2.00054 2.35569
H 2.50972 3.24398 3.20990
H -2.47836 3.06087 -3.27019
H 4.03914 2.06753 1.49447
H -3.77951 -2.79313 3.97532
H -4.00478 2.38947 -7.15588
H -1.70612 -2.70707 1.78358
H 2.73616 1.05363 2.01280
H -6.55498 4.57511 -5.29157
H 1.02833 2.28282 1.31636
H -0.56976 3.19444 2.78813
H -5.01346 -1.88835 -4.89126
H -1.42759 -3.61348 3.10139
H 2.35521 6.43526 0.63751
H -2.71975 3.84187 3.28090
H 0.81900 -2.21529 -4.71405
H -3.70165 0.69552 1.98965
H 5.02367 -2.36655 -4.21820
H 2.40012 6.43445 2.53250
H 5.80550 -2.57460 5.67979
H 3.95852 0.12827 -2.77349
H 0.63027 0.07043 4.07212
H 3.64254 -2.62881 -2.15776
```